No. 1
Formula: C5H5FO
Source: OMol25
Level of theory: wB97M-V/def2-TZVPD

Element x y z (Å)
C 0.66269 1.30597 -1.40685
C 0.17286 0.16228 -0.66621
C 0.63845 -1.60325 0.57746
C -0.38806 -1.07499 1.16723
C -0.66956 0.27570 0.46324
H 0.80375 0.87359 -2.45094
H 1.48816 1.93914 -1.02508
H -0.16571 2.07896 -1.34609
H 1.22541 -2.69503 0.64340
H -0.88618 -1.36821 2.06138
O 0.86898 -0.93740 -0.64615
F -1.32394 1.36405 0.71970

Computed properties:
Lowest unoccupied orbital energy ... 0.0379 Eh
Spin multiplicity ... 1
Calculated total energy ... -368.53254 Eh
Relative energy (zero: lowest compared OMol25 entry of this formula, charge and spin) ... 1.7952 eV

Atomic partial charges in e from the Mulliken method, atoms 1 to 8: atom 1 (C): -0.954, atom 2 (C): 0.367, atom 3 (C): -0.394, atom 4 (C): -0.357, atom 5 (C): 0.428, atom 6 (H): 0.260, atom 7 (H): 0.276, atom 8 (H): 0.277

***

No. 2
Formula: C5H5FO2
Source: OMol25
Level of theory: wB97M-V/def2-TZVPD

Element x y z (Å)
C -0.39397 0.03919 -0.56457
C 0.83351 0.75170 -0.67691
C 2.75667 -1.11418 -0.04571
C -1.03495 -0.56712 0.42902
C 1.57948 0.93260 0.39603
O 3.73974 -0.60273 -0.34494
O 1.86898 -1.82717 0.08493
F 2.63651 1.68833 0.27955
H -0.99728 0.23963 -1.55784
H 1.15913 1.18184 -1.58646
H -0.64363 -0.68449 1.48246
H -1.98182 -1.01775 0.28058
H 1.36111 0.81939 1.38114

Computed properties:
Lowest unoccupied orbital energy (alpha / beta) ... 0.0319 / -0.0925 Eh
Spin multiplicity ... 3
Calculated total energy ... -443.70062 Eh
⟨S²⟩ ... 2.008

Atomic partial charges in e from the Mulliken method, atoms 1 to 8: atom 1 (C): 0.287, atom 2 (C): -0.142, atom 3 (C): 0.734, atom 4 (C): -0.936, atom 5 (C): -0.668, atom 6 (O): -0.379, atom 7 (O): -0.334, atom 8 (F): -0.266

***

No. 3
Formula: C5H5FOS
Source: OMol25
Level of theory: wB97M-V/def2-TZVPD

Element x y z (Å)
C 0.41595 -0.92529 -0.56949
C 1.22644 0.11987 0.40771
C 0.10417 1.25990 0.32850
C -1.10880 0.45006 0.66132
C -1.09902 -0.41661 -0.64832
H 0.89268 -0.90488 -1.69459
H 2.29963 0.11939 -0.04910
H 1.19780 -0.46792 1.27983
H -0.11625 1.52905 -0.77438
H -1.09087 -0.02291 1.74349
O -1.75336 -0.74571 -1.58352
F 0.28879 -2.25824 -0.18426
S -1.25715 2.26328 1.08280

Computed properties:
Lowest unoccupied orbital energy ... -0.0094 Eh
Spin multiplicity ... 1
Calculated total energy ... -766.64843 Eh
Relative energy (zero: lowest compared OMol25 entry of this formula, charge and spin) ... 4.3808 eV

Atomic partial charges in e from the Mulliken method, atoms 1 to 8: atom 1 (C): 0.338, atom 2 (C): -0.702, atom 3 (C): -0.145, atom 4 (C): -0.267, atom 5 (C): 0.201, atom 6 (H): 0.264, atom 7 (H): 0.297, atom 8 (H): 0.363

***

No. 4
Formula: C5H5HgO
Source: OMol25
Level of theory: wB97M-V/def2-TZVPD

Element x y z (Å)
C -1.85829 -0.38358 0.81477
C -2.05889 -1.13372 -0.26245
C -1.94723 0.72712 -0.15593
O -0.95072 1.57102 -0.15074
Hg 0.09426 1.11749 1.41150
H -2.13586 -1.79616 0.98307
H -2.92732 -1.48212 -0.82820
H -2.92128 1.14528 -0.46892
C 1.83838 0.98750 2.61098
C 2.85346 0.87990 3.37820
H 3.53965 1.72399 3.53911
H 2.99910 -0.04256 3.96121

Computed properties:
Lowest unoccupied orbital energy (alpha / beta) ... -0.2413 / -0.2413 Eh
Spin multiplicity ... 1
Calculated total energy ... -421.46895 Eh
Relative energy (zero: lowest compared OMol25 entry of this formula, charge and spin) ... 2.9811 eV
Charge ... +1

Atomic partial charges in e from the Mulliken method, atoms 1 to 8: atom 1 (C): -0.432, atom 2 (C): -0.737, atom 3 (C): 0.368, atom 4 (O): -0.654, atom 5 (Hg): 0.860, atom 6 (H): 0.423, atom 7 (H): 0.381, atom 8 (H): 0.408